[1]
Molecular formula: C22H57B3N2O10
Method: DFT, the ωB97M-V functional and the def2-TZVPD basis

```
94
Properties=species:S:1:pos:R:3:mulliken_charge:R:1
C 0.085 -1.002 0.809 -0.61
C 0.891 0.274 1.128 -0.01
C 1.018 1.239 -0.056 -0.91
N -0.236 1.485 -0.793 -0.32
B -1.323 2.005 -0.059 0.33
O -1.219 2.690 1.153 -0.28
B -2.174 2.262 2.064 0.50
O -3.510 2.249 1.652 -0.35
B -3.555 1.580 0.417 0.60
N -4.697 0.657 0.217 -0.55
C -4.372 -0.463 -0.150 0.78
O -4.147 -1.494 -0.633 -0.47
O -2.633 1.772 -0.574 -0.43
H -0.947 -0.828 1.148 0.15
H 0.011 -1.165 -0.264 -0.21
H 0.466 -1.880 1.331 0.40
H 0.522 0.790 2.020 0.37
H 1.912 -0.037 1.388 0.06
H 1.743 0.829 -0.768 0.38
H 1.439 2.187 0.285 0.37
H -0.507 0.697 -1.365 0.25
H -1.845 1.868 3.134 -0.11
C 5.748 -2.601 0.412 -1.28
C 4.494 -2.169 1.154 0.92
C 3.652 -3.366 1.567 -1.52
O 3.720 -1.297 0.324 -0.34
H 5.492 -3.139 -0.505 0.40
H 6.334 -1.732 0.117 0.04
H 6.371 -3.249 1.030 0.41
H 4.773 -1.595 2.041 0.06
H 3.326 -3.929 0.687 0.33
H 2.753 -3.039 2.092 0.33
H 4.212 -4.037 2.221 0.40
H 3.467 -1.791 -0.463 0.25
C -5.982 5.356 1.660 -1.11
C -7.185 4.477 1.353 0.43
C -7.355 3.384 2.397 -0.85
O -7.029 3.892 0.063 -0.59
H -5.064 4.762 1.655 0.08
H -5.867 6.132 0.902 0.33
H -6.081 5.835 2.636 0.38
H -8.088 5.089 1.314 0.35
H -6.479 2.729 2.422 0.12
H -8.214 2.758 2.150 0.09
H -7.501 3.803 3.393 0.43
H -6.234 3.350 0.094 0.34
C -0.567 -3.209 -4.019 -1.44
C -0.190 -3.338 -2.550 0.72
C -0.268 -4.783 -2.083 -1.40
O -1.052 -2.525 -1.754 -0.47
H -1.595 -3.543 -4.182 0.35
H -0.512 -2.167 -4.338 0.35
H 0.095 -3.803 -4.651 0.40
H 0.822 -2.958 -2.398 0.16
H -1.287 -5.166 -2.186 0.35
H 0.000 -4.858 -1.028 0.33
H 0.402 -5.423 -2.659 0.40
H -1.955 -2.841 -1.871 0.27
C -11.110 1.862 0.842 -0.82
C -10.846 1.120 -0.459 0.37
C -9.571 0.294 -0.373 -0.99
O -10.748 2.049 -1.536 -0.56
H -10.290 2.553 1.057 -0.08
H -12.022 2.457 0.770 0.31
H -11.211 1.171 1.681 0.36
H -11.691 0.468 -0.686 0.29
H -8.707 0.940 -0.191 0.10
H -9.391 -0.228 -1.314 0.32
H -9.629 -0.443 0.430 0.36
H -10.004 2.634 -1.353 0.35
C 8.446 1.075 3.152 -1.45
C 7.077 0.624 2.666 0.90
C 6.167 1.809 2.381 -1.13
O 6.472 -0.220 3.647 -0.53
H 8.356 1.639 4.084 0.35
H 9.082 0.213 3.357 0.36
H 8.942 1.705 2.411 0.37
H 7.187 0.024 1.761 -0.07
H 6.007 2.397 3.289 0.35
H 5.189 1.465 2.042 0.20
H 6.592 2.461 1.617 0.36
H 6.366 0.298 4.452 0.34
C 9.224 -1.605 -3.827 -1.28
C 7.847 -2.132 -3.452 0.35
C 6.746 -1.219 -3.969 -1.24
O 7.745 -2.260 -2.034 -0.45
H 9.391 -0.619 -3.384 0.34
H 10.003 -2.266 -3.445 0.32
H 9.336 -1.522 -4.909 0.38
H 7.715 -3.134 -3.863 0.27
H 6.837 -0.221 -3.531 0.32
H 5.765 -1.606 -3.689 0.29
H 6.786 -1.124 -5.055 0.40
H 7.859 -1.384 -1.651 0.29
```

Output
HOMO-LUMO gap: 10.234 eV
E: -1809.22914 Eh
HOMO energy: -9.86 eV
total charge: 0

[2]
Molecular formula: C22H57Cu2O21PbS6
Method: DFT, the ωB97M-V functional and the def2-TZVPD basis

```
109
Properties=species:S:1:pos:R:3:mulliken_spin:R:1
Pb -1.407 2.487 2.615 0.01
Cu -1.881 -3.545 0.656 0.05
Cu -2.895 -0.273 0.615 0.10
C -6.190 -2.099 1.886 0.10
C -5.201 -2.935 1.106 -0.01
O -3.911 -2.424 1.088 0.75
H -6.217 -1.038 1.629 0.00
H -5.930 -1.967 2.947 0.00
H -7.161 -2.581 1.973 0.00
H -5.615 -3.010 0.095 0.00
H -5.277 -3.963 1.490 0.07
O -1.500 -1.708 -0.410 0.57
C -0.368 -1.064 -0.752 0.14
C 0.039 0.163 0.183 0.16
O -0.975 1.023 0.600 0.09
H -0.469 -0.602 -1.747 0.03
H 0.550 -1.656 -0.732 -0.06
H 0.869 0.769 -0.189 0.02
H 0.407 -0.305 1.107 -0.02
O -0.253 0.258 3.788 0.00
S -1.058 -0.962 3.779 0.00
O -1.630 -1.361 2.519 0.00
O -0.187 -2.288 4.121 0.00
C 0.426 -2.324 5.467 0.00
C 1.946 -2.204 5.388 0.00
C -2.361 -1.070 5.070 0.00
H 0.113 -3.239 5.968 0.00
H -0.001 -1.532 6.086 0.00
H 2.364 -2.922 4.685 0.00
H 2.288 -2.118 6.418 0.00
H 2.241 -1.240 4.964 0.00
H -2.078 -0.425 5.898 0.00
H -2.488 -2.117 5.328 0.00
H -3.260 -0.687 4.589 0.00
O 2.147 4.483 4.436 0.00
S 2.178 3.219 3.766 0.00
O 1.029 2.676 3.056 0.00
O 3.479 3.360 2.776 0.00
C 3.582 2.560 1.573 0.00
C 2.627 3.077 0.515 0.00
C 2.867 1.879 4.799 0.00
H 3.337 1.558 1.946 0.00
H 4.621 2.654 1.264 0.00
H 1.563 2.991 0.705 0.00
H 2.840 2.548 -0.420 0.00
H 2.837 4.112 0.238 0.00
H 2.327 1.979 5.742 0.00
H 3.914 2.121 4.952 0.00
H 2.635 0.922 4.344 0.00
O 2.752 -5.417 2.899 0.00
S 4.043 -5.079 2.360 0.00
O 4.755 -5.781 1.318 0.00
O 3.970 -3.480 1.960 0.00
C 3.221 -3.159 0.772 0.00
C 2.911 -1.679 0.895 0.00
C 5.267 -4.820 3.682 0.00
H 2.404 -3.865 0.618 0.00
H 3.961 -3.300 -0.022 0.00
H 2.405 -1.212 0.048 -0.01
H 3.843 -1.114 0.945 0.00
H 2.415 -1.567 1.864 0.00
H 4.711 -4.404 4.517 0.00
H 6.032 -4.166 3.278 0.00
H 5.615 -5.834 3.863 0.00
O -2.910 2.436 -1.258 0.00
S -2.340 3.699 -0.847 0.00
O -1.733 3.866 0.499 0.00
O -1.156 4.077 -1.864 0.00
C -0.717 3.009 -2.722 0.00
C 0.730 3.276 -3.149 0.00
C -3.473 5.035 -1.145 0.00
H -1.311 2.866 -3.619 0.00
H -0.622 2.128 -2.084 0.00
H 0.779 3.313 -4.243 0.00
H 1.547 2.556 -3.053 0.00
H 1.240 4.191 -2.845 0.00
H -4.229 4.960 -0.364 0.00
H -4.004 4.932 -2.091 0.00
H -2.851 5.928 -1.150 0.00
O -4.264 -0.693 -5.771 0.00
S -3.379 0.388 -5.439 0.00
O -2.316 0.790 -6.325 0.00
O -4.335 1.721 -5.063 0.00
C -3.609 2.948 -4.936 0.00
C -4.609 3.997 -5.436 0.00
C -2.679 -0.024 -3.753 0.00
H -2.670 3.068 -5.478 0.00
H -3.415 3.043 -3.862 0.00
H -4.859 3.757 -6.470 0.00
H -4.341 5.052 -5.444 0.00
H -5.502 3.796 -4.841 0.00
H -3.363 -0.766 -3.338 0.00
H -2.703 0.850 -3.105 0.00
H -1.715 -0.529 -3.707 0.00
O 0.038 -1.158 -4.530 0.00
S 1.146 -1.999 -4.845 0.00
O 1.284 -2.597 -6.155 0.00
O 2.515 -1.060 -4.650 0.00
C 2.413 0.031 -3.759 0.00
C 3.173 -0.217 -2.425 0.00
C 1.594 -3.186 -3.595 0.00
H 1.419 0.382 -3.487 0.00
H 2.953 0.836 -4.257 0.00
H 2.842 -1.135 -1.937 0.00
H 3.025 0.605 -1.721 0.00
H 4.247 -0.220 -2.611 0.00
H 1.254 -2.803 -2.632 0.00
H 2.659 -3.341 -3.726 0.00
H 1.031 -4.116 -3.680 0.00
```

Output
energy above the lowest of the compared OMol25 structures with the same formula, charge and spin: 0.0 kcal/mol
2S+1: 3
HOMO-LUMO gap (alpha / beta): 6.766 / 4.823 eV
E: -8314.08746 Eh
HOMO energy (alpha / beta): -16.52 / -16.52 eV
total charge: +3

[3]
Molecular formula: C22H57LiO24S7
Method: DFT, the ωB97M-V functional and the def2-TZVPD basis

```
111
Properties=species:S:1:pos:R:3:mulliken_charge:R:1
Li 0.320 -0.761 -0.039 0.52
O 0.195 2.647 2.110 -0.52
C 0.379 1.319 1.644 0.18
O 1.256 0.692 2.191 -0.67
O -0.418 0.910 0.776 0.06
H 0.801 2.594 2.874 0.30
O -5.006 2.684 2.855 -0.66
S -4.428 3.046 1.580 1.16
O -4.784 2.376 0.378 -0.63
O -4.887 4.588 1.478 -0.34
C -4.856 5.228 0.228 0.17
C -4.905 6.716 0.537 -1.38
C -2.610 3.113 1.579 -0.15
H -5.701 4.901 -0.423 0.26
H -3.927 4.986 -0.281 0.16
H -4.114 7.118 1.189 0.31
H -5.898 6.947 1.058 0.28
H -4.887 7.298 -0.340 0.44
H -2.135 2.102 1.570 -0.74
H -2.229 3.643 2.443 0.62
H -2.236 3.589 0.605 0.26
O 1.792 3.108 -2.744 -0.77
S 2.500 2.406 -1.683 1.09
O 2.281 0.997 -1.549 -0.62
O 4.017 2.581 -1.888 -0.09
C 4.426 3.842 -2.462 -0.23
C 5.955 3.772 -2.394 -1.30
C 2.236 3.146 -0.084 -0.65
H 4.148 4.704 -1.854 0.28
H 3.945 3.943 -3.413 0.37
H 6.277 3.820 -1.381 0.33
H 6.426 4.693 -2.796 0.40
H 6.382 2.988 -2.985 0.33
H 2.573 4.203 -0.126 0.51
H 2.793 2.615 0.660 0.31
H 1.132 3.122 0.128 -0.07
O 1.853 -1.958 -0.638 -0.28
S 3.232 -2.377 -0.522 0.76
O 3.501 -3.717 0.058 -0.72
O 3.781 -2.136 -1.992 0.37
C 5.077 -2.719 -2.357 -0.45
C 5.866 -1.734 -3.159 -1.04
C 4.028 -1.109 0.438 -0.71
H 4.775 -3.600 -2.978 0.15
H 5.605 -3.248 -1.568 0.61
H 6.208 -0.810 -2.584 0.22
H 5.380 -1.466 -4.084 0.25
H 6.773 -2.315 -3.416 0.38
H 3.481 -0.985 1.404 0.27
H 3.758 -0.199 -0.205 0.00
H 5.057 -1.362 0.424 0.46
O -3.063 -2.040 -2.734 -0.75
S -2.311 -0.916 -2.261 1.15
O -0.981 -1.149 -1.760 -0.30
O -2.410 0.119 -3.490 -0.49
C -1.634 1.370 -3.274 -0.08
C -2.542 2.532 -2.895 -0.99
C -3.294 -0.057 -0.984 -0.65
H -1.060 1.425 -4.203 0.41
H -0.877 1.164 -2.484 0.07
H -2.039 3.477 -2.994 0.43
H -2.938 2.457 -1.857 0.03
H -3.284 2.424 -3.610 0.44
H -4.142 0.307 -1.525 0.52
H -2.715 0.759 -0.651 -0.54
H -3.537 -0.676 -0.160 0.60
O 3.332 -2.304 -4.934 -0.57
S 2.141 -3.052 -4.940 1.17
O 1.784 -3.648 -6.187 -0.67
O 2.266 -4.221 -3.821 -0.29
C 1.581 -5.509 -3.896 -0.36
C 0.939 -5.849 -2.477 -0.55
C 0.735 -2.107 -4.385 -0.69
H 2.266 -6.373 -4.221 0.20
H 0.790 -5.384 -4.656 0.41
H 1.793 -5.870 -1.813 0.27
H 0.304 -6.761 -2.452 0.38
H 0.400 -4.966 -2.309 -0.11
H 1.179 -1.440 -3.593 0.07
H -0.089 -2.798 -4.093 0.25
H 0.566 -1.489 -5.284 0.43
O -1.944 1.055 4.850 -0.63
S -2.549 -0.254 4.837 1.26
O -1.773 -1.367 5.210 -0.66
O -3.725 -0.278 5.919 -0.34
C -4.551 0.854 5.994 0.05
C -4.413 1.432 7.404 -1.39
C -3.309 -0.601 3.270 -0.42
H -5.607 0.591 5.815 0.32
H -4.275 1.630 5.278 0.18
H -4.500 0.764 8.274 0.33
H -5.154 2.215 7.534 0.40
H -3.475 1.911 7.656 0.31
H -3.599 -1.632 3.244 0.51
H -2.517 -0.460 2.587 -0.41
H -4.184 0.025 3.105 0.44
O -2.232 -3.200 1.703 -0.76
S -0.830 -3.143 1.645 1.23
O -0.252 -1.898 1.337 0.20
O -0.346 -3.564 3.054 -0.34
C 0.681 -2.853 3.803 0.05
C 2.037 -3.378 3.375 -1.16
C -0.165 -4.360 0.584 -0.72
H 0.518 -3.043 4.872 0.49
H 0.606 -1.805 3.485 -0.01
H 2.233 -4.334 3.727 0.41
H 2.800 -2.728 3.849 0.38
H 2.219 -3.248 2.275 0.10
H -0.513 -4.130 -0.436 0.13
H -0.455 -5.376 0.920 0.47
H 0.926 -4.189 0.505 0.00
```

Output
energy above the lowest of the compared OMol25 structures with the same formula, charge and spin: 0.0 kcal/mol
HOMO-LUMO gap: 9.541 eV
E: -5473.05178 Eh
HOMO energy: -9.40 eV
total charge: 0

[4]
Molecular formula: C22H58FIN17O12P
Method: DFT, the ωB97M-V functional and the def2-TZVPD basis

```
112
Properties=species:S:1:pos:R:3:mulliken_charge:R:1
C -0.247 -4.213 -0.431 -0.65
C 0.759 -4.417 -1.307 -0.40
C 1.130 -3.379 -2.341 -0.24
N 2.221 -2.563 -1.738 0.06
C 1.605 -1.395 -1.131 -2.09
C 2.577 -0.450 -0.363 2.03
C 3.077 0.740 -1.209 -0.24
C 3.427 0.373 -2.644 -0.64
O 4.460 -0.111 -2.946 -0.64
I 1.914 0.797 -4.155 -0.07
O 2.062 -0.076 0.920 -0.11
C 1.129 0.969 0.962 0.53
O 0.309 0.676 2.081 -0.69
O 0.273 1.047 -0.114 0.32
C 1.796 2.379 1.157 0.44
F 1.447 3.197 0.074 -0.42
C 1.407 3.116 2.420 -0.83
C 2.165 2.606 3.657 -1.05
P 4.139 -1.473 -0.012 -0.11
C 3.537 -2.745 1.189 -0.99
C 5.264 -0.359 0.961 -0.01
C 6.036 -1.095 2.055 -1.43
H -1.208 -3.863 -0.798 0.37
H -0.062 -4.419 0.619 0.26
H 1.353 -5.324 -1.342 0.37
H 1.531 -3.840 -3.243 0.50
H 0.282 -2.745 -2.596 0.00
H 2.810 -2.296 -2.517 0.19
H 1.123 -0.780 -1.898 0.01
H 0.870 -1.722 -0.396 0.82
H 2.343 1.542 -1.273 0.29
H 3.985 1.182 -0.799 0.49
H 0.860 0.157 2.682 0.29
H -0.434 0.402 0.007 -0.10
H 2.883 2.284 1.155 -0.02
H 1.757 4.139 2.275 0.45
H 0.335 3.183 2.580 0.26
H 3.219 2.576 3.381 0.28
H 1.819 1.640 4.003 0.21
H 2.108 3.356 4.440 0.38
H 2.583 -3.089 0.794 0.15
H 4.200 -3.603 1.182 0.41
H 3.372 -2.356 2.191 0.22
H 6.011 -0.005 0.250 0.30
H 4.785 0.540 1.359 0.08
H 6.725 -1.816 1.622 0.37
H 5.381 -1.637 2.733 0.31
H 6.606 -0.397 2.665 0.42
N -2.167 -0.553 -0.874 -0.32
C -2.235 -1.183 -2.090 0.50
N -2.618 -0.380 -3.114 -0.27
O -1.966 -2.368 -2.212 -0.75
H -2.395 0.418 -0.743 0.10
H -1.896 -1.112 -0.085 0.20
H -2.690 -0.789 -4.028 0.25
H -2.808 0.605 -2.975 0.19
N 0.239 3.363 7.865 -0.44
C 0.763 2.225 7.326 0.71
N -0.126 1.212 7.112 -0.39
O 1.951 2.122 7.054 -0.62
H -0.730 3.473 8.096 0.15
H 0.870 4.124 8.033 0.23
H 0.231 0.359 6.721 0.22
H -1.102 1.275 7.328 0.16
N 3.759 -0.593 9.325 -0.34
C 3.795 -1.568 8.366 0.57
N 3.398 -1.157 7.124 -0.29
O 4.151 -2.708 8.600 -0.65
H 3.468 0.350 9.144 0.18
H 4.043 -0.851 10.251 0.20
H 3.409 -1.838 6.388 0.14
H 3.103 -0.218 6.924 0.19
N -1.352 3.235 -1.695 -0.16
C -2.572 3.383 -2.293 0.74
N -2.957 4.653 -2.544 -0.34
O -3.279 2.416 -2.587 -0.85
H -0.762 4.007 -1.448 0.18
H -1.029 2.304 -1.502 -0.07
H -3.850 4.802 -2.979 0.17
H -2.406 5.457 -2.314 0.14
N -4.938 -2.525 -2.809 -0.12
C -6.224 -2.799 -3.151 0.51
N -6.979 -1.714 -3.502 -0.35
O -6.686 -3.932 -3.149 -0.73
H -4.552 -1.599 -2.809 0.14
H -4.348 -3.294 -2.547 0.12
H -7.933 -1.883 -3.760 0.21
H -6.628 -0.776 -3.513 0.16
N -6.241 7.846 -1.479 -0.40
C -5.909 6.891 -2.394 0.69
N -6.937 6.100 -2.817 -0.37
O -4.765 6.755 -2.806 -0.67
H -7.169 7.979 -1.127 0.16
H -5.505 8.443 -1.151 0.22
H -6.725 5.390 -3.492 0.21
H -7.880 6.195 -2.492 0.17
N -8.062 -6.646 -3.075 -0.28
C -8.124 -7.778 -2.323 0.55
N -7.337 -7.768 -1.200 -0.35
O -8.823 -8.736 -2.615 -0.67
H -7.491 -5.849 -2.846 0.28
H -8.623 -6.618 -3.904 0.18
H -7.354 -8.585 -0.620 0.20
H -6.755 -6.994 -0.941 0.17
N 5.578 1.042 -5.316 -0.17
C 6.883 1.090 -5.717 0.62
N 7.122 1.830 -6.848 -0.38
O 7.776 0.520 -5.119 -0.64
H 4.834 1.509 -5.799 0.13
H 5.355 0.508 -4.489 0.26
H 8.070 1.884 -7.168 0.23
H 6.406 2.309 -7.360 0.16
```

Output
HOMO-LUMO gap: 7.846 eV
E: -3445.98723 Eh
HOMO energy: -7.92 eV
total charge: 0